The following is a quantum chemistry calculation of a 3-piece molecular cluster, C2H10NO2S overall, from the OMol25 dataset.

XYZ file:
```
16
Properties=species:S:1:pos:R:3:forces:R:3:nbo_charge:R:1
C 2.029 -1.085 1.890 1.332 0.468 -1.190 -0.23
C 0.934 -1.255 0.851 -1.533 -1.509 0.327 -0.55
S 0.597 -0.027 -0.425 0.294 0.619 0.155 -0.70
N 1.997 0.059 2.817 -1.300 1.690 -1.046 -0.85
H 2.979 -0.958 1.390 0.459 -0.077 -0.507 0.17
H 2.138 -2.054 2.364 -0.209 -0.064 0.863 0.16
H 0.045 -1.510 1.490 0.013 0.626 -0.473 0.16
H 1.028 -2.239 0.319 0.600 0.624 0.518 0.19
H 0.979 0.204 3.010 1.023 0.077 0.058 0.34
H 2.248 0.956 2.245 -0.692 -2.270 1.144 0.36
H -2.730 1.017 0.380 -0.141 0.047 0.066 0.45
H -1.631 0.413 -0.451 0.333 -0.527 0.097 0.50
O -2.597 0.337 -0.286 -0.187 0.294 -0.148 -1.00
H -1.740 1.777 -4.071 0.133 -0.203 0.241 0.47
H -2.677 0.911 -3.193 0.267 -0.023 0.273 0.49
O -2.656 1.627 -3.833 -0.393 0.227 -0.378 -0.96
```
Forces are in eV/Å.

## Properties
HOMO level: -2.97 eV
HOMO-LUMO gap: 6.691 eV
Total energy: -685.65026 Eh
Total charge: -1
Energy relative to the best compared isomer or geometry (same formula, charge and spin): 0.474 eV